Here is a 4-piece molecular cluster, C14H26Cl2NO4 overall at a distorted geometry from the Open Molecules 2025 dataset. Energies are from ωB97M-V/def2-TZVPD.

```
47
Properties=species:S:1:pos:R:3:nbo_charge:R:1
Cl 0.126 5.547 -0.501 -0.1073
Cl 4.061 5.771 -1.104 -0.1928
O 1.360 -0.344 -0.398 -0.5387
O 4.078 3.394 -0.163 -0.5526
O -1.112 3.412 -2.834 -0.5197
O 0.089 -3.776 2.312 -0.5353
N 1.005 4.111 0.011 -0.7410
C 0.691 -0.853 0.758 -0.0669
C 1.773 -1.301 1.727 -0.4209
C -1.832 -4.924 3.083 -0.4308
C -1.666 2.266 -2.193 -0.0708
C 1.926 3.738 -1.031 -0.3668
C -3.173 2.351 -2.384 -0.4310
C -0.872 -3.781 3.371 -0.0666
C -0.036 -4.981 1.553 -0.0668
C 3.372 4.141 -0.693 0.5852
C -3.276 3.073 -3.720 -0.4297
C 2.905 -0.337 1.395 -0.4348
C -2.106 4.043 -3.634 -0.0651
C 2.753 -0.186 -0.109 -0.0693
C -0.930 -5.912 2.357 -0.4301
H 2.077 -2.325 1.501 0.1970
H -2.399 4.976 -3.138 0.1694
H 3.891 -0.696 1.689 0.2044
H -1.371 -2.812 3.413 0.1897
H 3.301 -0.971 -0.646 0.1461
H -3.617 2.964 -1.595 0.2018
H 1.569 4.183 -1.971 0.1987
H 2.732 0.624 1.886 0.2170
H -1.369 2.260 -1.143 0.2141
H -0.338 -3.938 4.315 0.1629
H -1.254 1.371 -2.676 0.1556
H 0.086 -0.044 1.183 0.1703
H 3.094 0.785 -0.469 0.2083
H 1.454 -1.264 2.768 0.2089
H -1.685 4.287 -4.612 0.1717
H -1.469 -6.626 1.735 0.2139
H 0.955 -5.401 1.370 0.1835
H -0.490 -4.730 0.588 0.1677
H -0.333 -6.473 3.082 0.1980
H -3.660 1.375 -2.370 0.2021
H 0.025 -1.668 0.467 0.1733
H 1.942 2.649 -1.156 0.1885
H -2.295 -5.328 3.983 0.2133
H -2.627 -4.586 2.414 0.2024
H -3.119 2.366 -4.540 0.1902
H -4.233 3.572 -3.881 0.2029
```

Frontier orbital gap = 4.67 eV
Maximum force = 3.5 eV/A
Energy above the lowest of the compared OMol25 structures with the same formula, charge and spin = 6.1 kJ/mol
E_tot = -1825.06375 a.u.
Charge = -1

=====

Here is a 5-piece molecular cluster, C14H26Cl6N2 overall at a distorted geometry from the Open Molecules 2025 dataset. Energies are from ωB97M-V/def2-TZVPD.

```
48
Properties=species:S:1:pos:R:3:nbo_charge:R:1
Cl -13.641 5.249 -9.495 -0.0312
Cl -17.719 2.242 -3.158 -0.0844
Cl -20.771 4.817 2.281 -0.0622
Cl -23.488 5.747 5.568 -0.0819
Cl -16.699 4.535 -8.541 -0.0814
Cl -17.978 5.763 -3.608 -0.0759
N -16.574 13.127 1.262 -0.3334
N -23.758 5.677 -2.307 -0.3416
C -24.427 4.758 -2.329 0.2866
C -18.827 12.548 0.229 -0.5287
C -25.160 2.583 -1.148 -0.3810
C -17.562 12.832 0.798 0.2891
C -25.356 3.586 -2.304 -0.4992
C -14.090 4.029 -8.312 -0.4119
C -15.272 4.353 -7.451 -0.3754
C -18.569 4.677 -2.311 -0.3914
C -23.748 2.100 -1.140 -0.6286
C -18.749 11.829 -1.147 -0.3831
C -21.832 4.751 3.712 -0.3933
C -19.096 3.377 -2.899 -0.3790
C -22.075 6.071 4.444 -0.3513
C -19.285 10.432 -0.967 -0.6075
H -19.522 3.412 -3.901 0.2387
H -25.809 1.738 -1.377 0.2070
H -20.312 10.396 -0.603 0.2029
H -19.286 12.362 -1.932 0.2117
H -25.541 2.960 -0.198 0.2149
H -23.143 2.896 -0.705 0.2188
H -15.300 5.289 -6.893 0.2269
H -19.526 12.148 0.963 0.2501
H -14.222 3.027 -8.722 0.2247
H -21.215 6.372 5.042 0.2232
H -22.389 6.841 3.740 0.2213
H -17.734 11.698 -1.522 0.2206
H -25.139 3.120 -3.265 0.2417
H -23.704 1.241 -0.471 0.2162
H -22.743 4.316 3.301 0.2260
H -19.182 13.557 0.018 0.2530
H -19.390 5.322 -1.996 0.2315
H -19.858 2.909 -2.275 0.2246
H -17.855 4.665 -1.487 0.2369
H -26.384 3.947 -2.266 0.2484
H -15.394 3.627 -6.648 0.2279
H -21.384 4.125 4.484 0.2187
H -13.249 3.989 -7.619 0.2194
H -18.668 9.777 -0.352 0.2100
H -23.388 1.615 -2.048 0.2166
H -19.232 9.929 -1.932 0.2148
```

SMILES = CCCC#N.CCCC#N.ClCCCl.ClCCCl.ClCCCl
Frontier orbital gap = 10.92 eV
Maximum force = 2.4 eV/A
Energy above the lowest of the compared OMol25 structures with the same formula, charge and spin = 130.6 kJ/mol
E_tot = -3419.64495 a.u.
Charge = 0

=====

Here is a 5-piece molecular cluster, C14H26Cl6O3 overall at a distorted geometry from the Open Molecules 2025 dataset. Energies are from ωB97M-V/def2-TZVPD.

```
49
Properties=species:S:1:pos:R:3:nbo_charge:R:1
Cl -0.193 0.030 -0.293 0.0012
Cl -2.924 3.663 0.899 0.0018
Cl -5.193 1.782 0.895 0.0226
Cl -2.846 -1.088 -0.735 0.0197
Cl -5.549 4.599 0.135 0.0220
Cl -2.143 0.115 1.803 0.0282
O 2.154 4.658 1.175 -0.5180
O -1.574 -5.879 -2.204 -0.5413
O 4.122 1.569 -0.120 -0.5301
C -4.669 3.457 1.169 -0.2722
C 0.815 2.813 1.830 -0.4325
C 4.899 0.472 0.349 -0.0648
C 3.561 -0.388 -1.313 -0.4380
C -1.765 -4.911 -1.171 -0.0727
C 1.004 3.737 3.032 -0.4377
C 4.981 -0.492 -0.808 -0.4343
C 1.966 4.824 2.570 -0.0674
C -2.847 -6.322 -2.708 -0.0717
C 3.308 1.110 -1.205 -0.0699
C 1.164 3.786 0.685 -0.0622
C -3.863 -5.810 -1.690 -0.4329
C -1.933 0.182 0.072 -0.2862
C -3.215 -4.477 -1.302 -0.4335
H -3.343 -3.668 -2.021 0.2051
H 3.625 1.600 -2.132 0.1700
H -4.048 -6.464 -0.843 0.2102
H 0.046 4.207 3.271 0.1996
H -2.787 -7.409 -2.761 0.1860
H 1.467 1.943 1.768 0.2152
H -3.671 -4.139 -0.368 0.2172
H -1.600 -5.360 -0.180 0.1579
H 2.247 1.340 -1.097 0.1769
H 0.252 4.307 0.346 0.1433
H -0.221 2.490 1.765 0.2079
H -4.839 -5.606 -2.141 0.2145
H -2.300 1.142 -0.269 0.2350
H 2.893 4.834 3.144 0.1824
H -4.854 3.731 2.197 0.2297
H 2.846 -1.014 -0.768 0.2049
H 5.874 0.758 0.748 0.1891
H 1.519 3.296 -0.224 0.1899
H -0.960 -4.177 -1.249 0.1910
H 5.708 -0.146 -1.549 0.2051
H 3.398 -0.750 -2.336 0.2174
H 5.323 -1.494 -0.545 0.2187
H 1.303 3.240 3.956 0.2157
H 1.474 5.795 2.721 0.1609
H -2.998 -5.900 -3.702 0.1703
H 4.386 0.012 1.204 0.1561
```

SMILES = ClC(Cl)Cl.ClC(Cl)Cl.C1CCOC1.C1CCOC1.C1CCOC1
Frontier orbital gap = 9.80 eV
Maximum force = 1.7 eV/A
Energy above the lowest of the compared OMol25 structures with the same formula, charge and spin = 0.0 kJ/mol
E_tot = -3535.82840 a.u.
Charge = 0

=====

Here is C14H26DyO3P2 as an isolated structure at a distorted geometry from the Open Molecules 2025 dataset. Energies are from ωB97M-V/def2-TZVPD.

```
46
Properties=species:S:1:pos:R:3:mulliken_spin:R:1
Dy -0.376 0.159 0.824 4.9466
P -0.121 2.562 -0.592 0.0163
P -0.040 -2.555 -0.376 0.0319
O 3.827 -0.357 1.481 0.0004
O 1.039 1.002 2.319 0.0053
O -1.083 0.836 2.818 0.0142
C -1.400 -3.620 0.228 -0.0005
C 0.106 1.169 3.214 0.0145
C -0.158 -2.992 -2.152 -0.0014
C 2.809 -0.640 1.036 0.0014
C 1.341 -3.653 0.079 0.0002
C -1.371 3.651 0.252 0.0023
C 1.832 2.242 4.435 0.0013
C 1.920 2.515 6.792 0.0002
C 0.557 1.691 4.520 -0.0013
C 0.627 1.989 6.901 -0.0001
C -0.434 3.257 -2.309 -0.0027
C 1.280 3.688 -0.192 -0.0028
C 2.509 2.687 5.549 -0.0001
C -0.069 1.540 5.777 -0.0003
H 1.464 -3.660 1.167 -0.0002
H 0.215 1.894 7.902 -0.0001
H -1.076 -2.581 -2.582 -0.0003
H 1.009 4.717 -0.494 -0.0004
H 1.472 3.631 0.887 -0.0001
H -1.238 3.567 1.339 0.0012
H -1.225 4.697 -0.073 -0.0013
H -1.261 -4.645 -0.143 0.0004
H 2.361 2.348 3.493 -0.0001
H -1.415 -3.628 1.325 -0.0002
H -1.064 1.104 5.857 -0.0001
H -2.365 -3.253 -0.140 -0.0005
H 1.126 -4.677 -0.256 0.0000
H 0.653 0.542 -0.776 -0.0279
H -1.433 2.933 -2.658 0.0001
H -2.547 -1.183 0.901 -0.0037
H -2.691 -0.472 1.172 0.0082
H 0.693 -2.585 -2.705 -0.0004
H 3.500 3.115 5.421 0.0000
H 2.172 3.347 -0.734 0.0009
H -0.398 4.368 -2.258 -0.0006
H 2.445 2.912 7.657 0.0000
H 0.352 2.876 -2.987 0.0005
H -0.178 -4.081 -2.284 -0.0004
H -2.387 3.325 -0.006 -0.0007
H 2.273 -3.320 -0.386 0.0000
```

Frontier orbital gap (spin up / spin down) = 7.49 / 7.60 eV
Maximum force = 3.1 eV/A
E_tot = -2342.27216 a.u.
Spin multiplicity = 6
Charge = +1
Expectation value of S² = 9.36

=====

Here is a 2-piece molecular cluster, C14H26FN4O2 overall at a distorted geometry from the Open Molecules 2025 dataset. Energies are from ωB97M-V/def2-TZVPD.

```
47
Properties=species:S:1:pos:R:3:nbo_charge:R:1
F 1.555 1.033 0.703 -0.3942
O 3.219 4.634 -0.866 -0.3837
O 1.401 5.658 -0.264 -0.3747
N -2.504 1.748 0.216 -0.1849
N -3.174 0.969 1.052 -0.2479
N 2.585 5.385 -0.144 0.5373
N -1.217 -0.930 -3.267 -0.8422
C 0.331 2.751 -0.719 -0.4648
C 3.323 6.021 0.979 -0.4844
C -2.314 -1.291 0.196 0.0463
C 0.589 -5.033 0.702 -0.6220
C -0.798 2.070 -1.689 -0.4449
C 0.322 -3.442 0.935 -0.2219
C -1.653 1.111 -0.705 0.2507
C -1.470 -0.457 -0.843 0.0825
C -1.174 -3.224 1.461 -0.4018
C 1.623 1.823 -0.522 0.0230
C -2.243 -2.902 0.265 -0.4531
C -3.209 -0.451 1.180 0.0322
C -0.513 -1.136 -1.940 -0.2842
C 1.445 -2.833 1.951 -0.6281
H -3.275 -3.332 0.552 0.2492
H 0.562 3.829 -1.034 0.2778
H -0.220 1.461 -2.456 0.2203
H 4.134 6.607 0.548 0.2465
H -1.416 -1.856 -3.667 0.3808
H -0.634 -0.375 -3.907 0.3792
H 0.509 -0.622 -1.930 0.2324
H -1.449 2.872 -2.169 0.2653
H 2.201 -3.639 2.243 0.2241
H 2.050 -2.029 1.383 0.2224
H 2.522 2.527 -0.373 0.2102
H -1.549 -4.065 2.152 0.2372
H 3.706 5.222 1.613 0.2404
H -0.439 -2.275 -1.817 0.2312
H -1.146 -2.279 2.130 0.2056
H -1.878 -3.312 -0.745 0.2378
H 1.859 1.143 -1.408 0.1653
H 2.638 6.659 1.533 0.2375
H 0.974 -2.300 2.843 0.2154
H -3.782 1.469 1.734 0.4368
H -0.383 -5.531 0.351 0.2088
H 1.351 -5.114 -0.162 0.2187
H -3.829 -0.969 1.991 0.2698
H 0.536 -2.946 -0.076 0.1930
H 1.007 -5.466 1.668 0.2248
H -0.173 2.816 0.321 0.2304
```

Frontier orbital gap = 8.49 eV
Maximum force = 4.4 eV/A
E_tot = -1017.88733 a.u.
Charge = +1